(1)
Below is a cluster of 2 separate species, C2H8N2O in total, with properties calculated with the ωB97M-V functional and the def2-TZVPD basis.

Structure (XYZ):
```
13
Properties=species:S:1:pos:R:3:mulliken_charge:R:1
C -0.474 -1.069 -1.958 -0.95
C -0.340 -0.255 -0.686 0.61
N 0.898 0.257 -0.456 -0.32
O -1.255 -0.134 0.103 -0.61
H -0.149 -2.088 -1.751 0.24
H 0.111 -0.673 -2.787 0.33
H -1.526 -1.100 -2.224 0.28
H 1.526 0.367 -1.222 0.19
H 1.061 0.720 0.435 0.30
N 0.853 0.906 2.510 -0.76
H 1.470 1.295 3.210 0.22
H 0.582 -0.005 2.858 0.23
H 0.002 1.457 2.542 0.24
```

Orbital gap   10.462 eV
Total charge   0
Energy relative to the best compared isomer or geometry (same formula, charge and spin)   0.8 kcal per mole
Structure (SMILES)   CC(N)=O.N
2S+1   1
Total energy   -265.78180 Eh

---

(2)
Below is a structure of composition C31H37KN9O3PS, with properties calculated with the ωB97M-V functional and the def2-TZVPD basis.

Structure (XYZ):
```
83
Properties=species:S:1:pos:R:3:mulliken_charge:R:1
K -0.121 -0.288 -0.221 1.54
C -1.667 3.081 3.422 -0.92
N -2.164 2.357 2.275 0.31
C -3.089 1.356 2.329 -0.63
C -3.136 0.817 1.082 -0.81
N -2.232 1.445 0.262 -0.03
C -1.646 2.359 1.018 0.06
P -0.421 3.608 0.492 -0.56
C -0.434 3.304 -1.297 -0.41
N -0.287 2.153 -1.923 0.68
C -0.366 2.434 -3.254 -0.58
C -0.553 3.776 -3.439 -0.75
N -0.601 4.327 -2.191 0.19
C -0.807 5.732 -1.891 -0.87
C 1.174 2.847 0.926 0.03
N 1.757 1.832 0.326 0.34
C 2.947 1.646 0.967 -0.41
C 3.094 2.570 1.960 -0.90
N 1.966 3.338 1.934 0.32
C 1.687 4.435 2.840 -0.91
H -2.473 3.211 4.142 0.40
H -1.317 4.066 3.113 0.37
H -0.853 2.520 3.886 0.31
H -3.611 1.103 3.235 0.46
H -3.732 -0.010 0.738 0.38
H -0.320 1.656 -3.998 0.52
H -0.669 4.371 -4.328 0.42
H -0.910 6.273 -2.828 0.32
H 0.039 6.140 -1.341 0.31
H -1.711 5.875 -1.301 0.33
H 3.634 0.873 0.666 0.41
H 3.878 2.741 2.677 0.46
H 2.624 4.770 3.279 0.36
H 1.019 4.127 3.641 0.25
H 1.238 5.267 2.300 0.34
O 2.016 -2.130 1.301 -0.38
C 3.328 -2.187 0.819 -0.92
C 3.562 -1.470 -0.501 0.46
C 4.830 -1.484 -1.078 -0.95
C 5.030 -0.800 -2.262 -0.45
C 3.967 -0.113 -2.834 -0.76
C 2.746 -0.152 -2.186 -0.26
N 2.544 -0.822 -1.051 0.56
H 1.799 -1.249 1.664 -0.08
H 3.568 -3.244 0.681 0.41
H 4.044 -1.797 1.554 0.37
H 5.641 -2.018 -0.600 0.49
H 6.005 -0.795 -2.733 0.40
H 4.092 0.441 -3.754 0.46
H 1.885 0.388 -2.568 0.16
O -1.525 -1.666 1.309 -0.44
N -1.318 -2.039 2.539 0.20
C -1.898 -3.192 2.948 -0.32
C -1.777 -3.679 4.222 -0.76
C -1.020 -2.952 5.139 -0.26
C -0.427 -1.787 4.721 -1.03
C -0.549 -1.293 3.410 0.47
S 0.231 0.147 2.891 -0.22
H -2.466 -3.693 2.178 0.44
H -2.267 -4.607 4.479 0.41
H -0.899 -3.302 6.156 0.37
H 0.178 -1.196 5.394 0.42
O -2.522 0.263 -2.440 -0.57
C -3.133 -0.971 -2.104 0.17
C -3.075 -1.861 -3.334 -1.10
C -1.636 -2.195 -3.767 -0.61
C -0.993 -3.212 -2.868 0.54
C -1.045 -4.569 -3.183 -0.80
C -0.505 -5.489 -2.303 -0.34
C 0.069 -5.032 -1.127 -1.16
C 0.083 -3.667 -0.891 -0.37
N -0.427 -2.774 -1.741 0.30
H -2.340 0.770 -1.629 0.49
H -4.181 -0.818 -1.817 0.36
H -2.622 -1.459 -1.265 -0.07
H -3.573 -1.340 -4.155 0.44
H -3.631 -2.782 -3.137 0.37
H -1.057 -1.271 -3.755 -0.01
H -1.649 -2.584 -4.787 0.45
H -1.506 -4.891 -4.109 0.45
H -0.532 -6.548 -2.528 0.40
H 0.497 -5.720 -0.410 0.48
H 0.524 -3.267 0.016 0.48
```

Orbital gap   7.015 eV
Total charge   0
Energy relative to the best compared isomer or geometry (same formula, charge and spin)   0.0 kcal per mole
2S+1   1
Total energy   -3261.53544 Eh

---

(3)
Below is an isolated molecule of C12H17N3OS in a non-equilibrium geometry, with properties calculated with the ωB97M-V functional and the def2-TZVPD basis.

Structure (XYZ):
```
34
Properties=species:S:1:pos:R:3:mulliken_charge:R:1
O -0.669 0.906 -2.312 -0.65
N 0.859 -0.593 1.125 -0.60
N 1.153 0.455 -1.021 -0.37
S -2.758 -1.742 1.289 0.00
C -0.107 0.121 -1.447 0.26
C -0.351 -1.040 0.792 0.15
C 1.645 0.051 0.168 0.05
C -0.942 -0.618 -0.475 0.22
C -2.324 -0.934 -0.252 0.19
N -1.136 -1.644 1.723 -0.19
C -4.537 -1.722 -1.226 -1.92
C -4.068 0.840 -1.028 -1.25
C 4.000 0.667 -0.627 -1.61
C 2.950 2.005 1.268 -1.87
C 3.929 -0.222 1.646 -1.65
C -3.435 -0.664 -1.338 0.50
C 3.084 0.646 0.578 1.75
H -0.897 -1.603 2.668 0.31
H -5.189 -1.390 -2.005 0.49
H -5.096 -1.818 -0.317 0.46
H -4.187 -2.584 -1.597 0.48
H -4.959 0.975 -1.674 0.35
H -4.496 0.813 -0.073 0.40
H -3.331 1.659 -0.972 0.34
H 3.450 1.214 -1.435 0.37
H 4.349 -0.282 -1.041 0.36
H 4.886 1.194 -0.260 0.42
H 2.917 1.888 2.291 0.49
H 3.865 2.593 1.192 0.37
H 2.154 2.534 0.880 0.50
H 3.262 -0.414 2.515 0.37
H 4.274 -1.112 1.250 0.48
H 4.723 0.446 2.064 0.37
H -3.018 -0.619 -2.348 0.42
```

Orbital gap   7.651 eV
Total charge   0
Energy relative to the best compared isomer or geometry (same formula, charge and spin)   60.8 kcal per mole
Structure (SMILES)   CC(C)c1s[nH]c2nc(C(C)(C)C)nc(=O)c1-2
2S+1   1
Total energy   -1105.05967 Eh

---

(4)
Below is a cluster of 2 separate species, C4H12 in total in a non-equilibrium geometry, with properties calculated with the ωB97M-V functional and the def2-TZVPD basis.

Structure (XYZ):
```
16
Properties=species:S:1:pos:R:3:mulliken_charge:R:1
C 1.135 1.275 -0.835 -0.72
C 1.616 1.917 -2.129 -0.96
H 1.500 1.987 -0.112 0.26
H 0.118 0.964 -0.529 0.24
H 1.683 0.388 -0.709 0.29
H 1.487 1.380 -3.086 0.31
H 2.729 2.018 -2.037 0.25
H 1.232 2.871 -2.259 0.32
C -0.870 -1.402 0.998 -0.77
C -1.981 -1.784 1.923 -0.96
H -0.260 -2.286 0.741 0.28
H -1.358 -1.113 0.172 0.34
H -0.144 -0.620 1.171 0.28
H -2.692 -2.458 1.525 0.30
H -1.701 -2.277 2.923 0.25
H -2.494 -0.858 2.244 0.28
```

Orbital gap   12.672 eV
Total charge   0
Energy relative to the best compared isomer or geometry (same formula, charge and spin)   21.5 kcal per mole
Structure (SMILES)   CC.CC
2S+1   1
Total energy   -159.55068 Eh